Entry 1:
Formula: C2HFGdO2
Source: OMol25
Level of theory: ωB97M-V/def2-TZVPD

Results
⟨S²⟩: 20.433
Multiplicity: 9
Relative energy (zero: lowest compared OMol25 entry of this formula, charge and spin) (kJ/mol): 194.87
HOMO level (spin up / spin down) (eV): -18.57 / -18.01
Total charge: +2

Positions of all 7 atoms, in Å:
1 C -0.58 0.55 0.45
2 C -1.54 -0.14 -0.15
3 O -2.37 -0.81 -0.61
4 Gd 2.46 0.18 -0.92
5 F 0.36 1.19 -0.36
6 H -0.50 0.72 1.52
7 O 2.16 -1.69 0.07


Entry 2:
Formula: CH4NO3
Source: OMol25
Level of theory: ωB97M-V/def2-TZVPD

Results
Multiplicity: 1
Relative energy (zero: lowest compared OMol25 entry of this formula, charge and spin) (kJ/mol): 257.90
HOMO level (eV): -4.79
Total charge: -1

Positions of all 9 atoms, in Å:
1 C -0.70 0.83 -1.24
2 N 1.13 -0.75 1.36
3 O 0.00 -1.48 1.05
4 O 0.45 0.80 -0.81
5 O -1.43 -0.14 -1.48
6 H -0.55 -0.96 0.29
7 H -1.11 1.84 -1.49
8 H 1.42 -0.27 0.47
9 H 0.79 0.12 1.83


Entry 3:
Formula: C8H24O4S4
Source: OMol25
Level of theory: ωB97M-V/def2-TZVPD

Results
Multiplicity: 1
Relative energy (zero: lowest compared OMol25 entry of this formula, charge and spin) (kJ/mol): 473.68
HOMO level (eV): -8.45

Positions of all 40 atoms, in Å:
1 C 2.10 2.58 1.29
2 S 3.53 2.79 0.28
3 O 4.28 1.41 0.42
4 C 2.81 2.78 -1.34
5 H 1.38 3.14 1.28
6 H 2.41 2.60 2.37
7 H 1.95 1.47 1.29
8 H 2.21 3.47 -1.63
9 H 2.13 1.89 -1.56
10 H 3.51 2.77 -2.12
11 C -1.59 1.36 -0.21
12 S -1.62 0.94 -1.92
13 O -0.12 0.94 -2.28
14 C -2.19 -0.69 -1.69
15 H -2.58 1.79 -0.12
16 H -0.79 2.15 -0.20
17 H -1.33 0.41 0.27
18 H -1.61 -1.30 -0.93
19 H -1.82 -1.13 -2.51
20 H -3.27 -0.84 -1.78
21 C -1.38 2.40 5.46
22 S -1.37 3.72 4.21
23 O 0.04 4.19 3.92
24 C -1.81 2.61 2.92
25 H -0.83 1.56 5.42
26 H -2.43 2.24 5.68
27 H -1.04 2.94 6.40
28 H -1.93 3.20 2.03
29 H -2.95 2.02 3.31
30 H -1.24 1.74 2.76
31 C 1.69 -4.90 -2.96
32 S 0.07 -5.08 -2.27
33 O -0.74 -3.90 -2.90
34 C -0.32 -6.48 -3.23
35 H 1.60 -4.47 -3.98
36 H 2.37 -5.63 -2.83
37 H 2.22 -4.17 -2.41
38 H -1.26 -6.87 -2.91
39 H 0.42 -7.32 -3.23
40 H -0.51 -6.32 -4.27